(1)
46
Properties=species:S:1:pos:R:3:forces:R:3 method="wB97M-V/def2-TZVPD" s_squared=9.1672 e_lumo_ev="2.94 / 2.91" multiplicity=6 homo_lumo_gap_ha="0.1252 / 0.1710" e_homo_ev="-0.47 / -1.74" total_charge=-1
Mn 0.025 0.035 -0.759 0.61 0.46 0.46
P 1.078 1.975 2.182 -1.09 -0.17 -0.31
O 1.228 1.269 0.843 0.53 0.15 0.87
N -0.360 -1.097 1.164 0.33 -0.24 0.53
C 0.456 0.029 5.770 0.03 0.17 -0.47
C 4.694 4.782 2.696 0.07 0.21 -0.26
C -0.641 4.078 1.638 -0.91 0.69 -0.24
C 2.790 3.991 1.420 0.37 0.76 -0.23
C 0.601 1.535 -2.099 -0.35 0.74 -0.17
C 2.426 3.141 2.473 -0.10 -0.70 -0.18
C -2.948 2.695 2.432 0.72 -0.18 0.11
C 4.333 3.940 3.748 -0.50 -0.44 0.07
C 3.200 3.129 3.649 0.31 0.32 -0.03
C -0.532 2.797 2.207 1.58 -0.55 0.32
C 1.111 0.805 3.566 0.02 0.46 -0.19
C -1.903 4.656 1.463 0.82 -0.29 0.07
C -1.690 2.103 2.601 -1.16 0.18 0.10
C 0.347 0.954 4.730 -0.14 -0.31 0.43
C 1.357 -1.045 5.666 0.07 0.13 -0.19
C 2.146 -1.173 4.521 -0.10 -0.08 0.29
C 3.908 4.823 1.540 -0.24 -0.31 0.31
C -3.057 3.968 1.856 -0.26 -0.05 0.05
C 2.025 -0.263 3.473 0.24 -0.13 -0.05
H -1.073 -0.584 1.688 0.35 -0.39 -0.07
H 4.941 3.890 4.648 -0.07 0.06 -0.11
H 0.497 -1.192 1.727 -0.68 0.16 -0.14
H 0.869 0.872 -2.934 -0.17 0.52 -0.43
H -0.167 0.142 6.652 0.10 0.00 -0.04
H -1.978 5.643 1.009 -0.01 -0.17 0.10
H -0.328 2.150 -2.311 1.00 -0.53 -0.25
H 1.460 2.234 -1.903 -0.82 -0.71 0.05
H -3.838 2.154 2.749 0.13 0.11 -0.08
H -1.618 1.120 3.075 -0.06 0.29 -0.30
H 2.916 2.475 4.475 0.12 0.16 -0.25
H -4.036 4.416 1.711 0.11 -0.05 0.00
H 4.180 5.482 0.721 -0.03 -0.07 0.06
H 2.856 -1.998 4.443 -0.17 0.22 0.02
H -0.346 1.796 4.828 0.33 -0.29 -0.07
H 0.259 4.620 1.346 -0.34 -0.12 0.03
H -0.279 -1.624 -1.480 0.64 -0.24 -0.16
H 1.439 -1.758 6.483 0.03 0.05 -0.15
H 5.592 5.401 2.776 -0.30 -0.16 -0.04
H 2.204 4.007 0.495 0.30 -0.18 0.30
H -0.910 -1.457 -0.949 -1.03 0.05 -0.53
H 2.657 -0.367 2.581 -0.36 0.09 0.32
H -0.700 -2.015 0.877 0.03 0.37 0.44

=====

(2)
88
Properties=species:S:1:pos:R:3:forces:R:3 method="wB97M-V/def2-TZVPD" e_lumo_ev=1.79 homo_lumo_gap_ha=0.1495 e_homo_ev=-2.28 total_charge=-1
Br -3.088 0.656 4.595 -0.10 0.11 0.15
S 0.390 0.753 -2.574 -0.23 -0.07 0.25
S 3.545 8.540 0.829 0.06 0.05 -0.03
S -2.595 -0.181 -5.231 -0.02 -0.08 0.10
S -0.250 -4.400 -3.307 0.12 0.32 0.14
S -2.271 -4.822 1.420 0.10 0.34 -0.06
S 1.128 3.835 3.624 -0.35 -0.02 0.13
S 2.093 -3.895 4.246 -0.02 -0.09 -0.04
F -3.297 2.588 2.154 0.46 0.32 1.52
F -4.014 -1.565 0.852 0.61 -0.87 -0.56
O 1.057 -2.852 4.095 0.07 -0.09 0.19
O -1.443 -4.895 -2.572 0.02 -0.15 -0.27
O -3.472 1.849 0.190 -0.84 1.20 -4.76
O -1.077 -5.573 1.911 -0.12 -0.27 -0.03
O -5.126 -0.401 2.244 -3.99 0.74 2.23
O 2.418 8.156 1.716 0.00 0.01 -0.02
O 1.582 2.910 2.557 0.50 0.40 0.03
O -1.819 0.935 -4.639 -0.14 0.08 -0.38
O 0.723 -0.405 -1.701 0.27 0.02 -0.11
N -3.008 0.269 1.708 0.48 1.91 1.62
N -0.999 0.926 2.817 -0.36 0.36 -0.19
C -4.308 0.044 -4.735 -0.13 0.01 0.01
C -2.138 0.040 2.895 0.63 -1.11 0.01
C -0.175 0.696 1.630 0.76 -0.43 0.18
C -3.614 -5.162 2.564 -0.07 -0.13 0.11
C -0.624 -4.519 -5.064 -0.04 -0.15 -0.13
C 1.782 0.980 -3.699 0.18 0.12 0.00
C 0.971 -5.721 -3.282 0.03 -0.17 -0.06
C 0.675 2.250 -1.617 0.19 0.11 0.04
C 3.003 8.266 -0.865 -0.02 -0.09 -0.11
C 1.962 -4.986 2.824 0.12 -0.15 -0.07
C 2.238 3.629 5.024 0.15 -0.03 0.08
C -2.937 -5.752 0.036 -0.03 -0.28 0.02
C 3.665 -3.151 3.768 0.15 0.03 -0.10
C -3.271 1.592 1.294 -0.12 -1.85 1.80
C -2.846 0.205 -6.974 -0.10 0.05 -0.11
C 0.806 -0.459 1.911 -0.33 -0.11 -0.26
C -4.134 -0.532 1.690 2.80 -0.51 -1.90
C 4.734 7.190 0.866 0.03 -0.13 -0.04
C 1.684 5.487 3.179 0.12 -0.04 0.02
H -4.934 -0.688 -5.247 0.04 -0.02 0.00
H 0.423 -1.146 2.669 -0.06 0.32 -0.05
H 1.017 -5.520 2.893 -0.08 0.11 -0.02
H 1.310 -5.845 -2.256 -0.06 0.08 0.02
H 5.169 7.151 1.863 -0.04 0.06 0.01
H 2.712 1.039 -3.131 -0.04 -0.03 0.05
H -3.266 1.207 -7.073 0.02 0.00 0.06
H -4.631 1.057 -4.976 0.08 0.01 -0.01
H 1.474 6.179 3.994 -0.03 0.00 -0.02
H -3.720 -6.239 2.699 0.06 0.00 -0.05
H 5.520 7.377 0.134 -0.01 0.03 0.01
H 2.754 5.470 2.967 -0.01 -0.03 0.00
H -3.517 -0.532 -7.417 0.01 -0.02 0.02
H 3.567 -2.684 2.787 -0.09 0.01 0.02
H -0.732 0.443 0.719 -0.32 0.05 0.16
H 0.520 -6.650 -3.633 -0.05 0.03 0.01
H 1.816 -5.446 -3.914 -0.01 0.05 0.01
H 3.273 3.732 4.693 -0.03 0.00 -0.06
H 0.270 -4.281 -5.641 0.01 0.03 0.03
H 1.676 2.230 -1.180 -0.02 -0.06 0.03
H 4.230 6.247 0.650 -0.05 0.04 0.01
H -1.249 1.903 2.974 0.16 0.01 -0.33
H -1.407 -3.797 -5.291 0.01 0.04 0.09
H -4.370 -0.112 -3.659 0.10 0.00 0.00
H -3.373 -4.693 3.516 0.06 0.07 -0.06
H -1.880 0.163 -7.473 0.03 -0.02 0.07
H 0.420 1.594 1.409 -0.50 -0.29 0.20
H 1.977 -4.397 1.907 -0.06 0.06 0.05
H 0.560 3.120 -2.266 -0.04 -0.05 -0.04
H 2.791 -5.698 2.836 0.02 0.04 0.05
H 1.763 -0.055 2.244 0.11 -0.09 0.05
H -3.085 -6.795 0.323 0.00 0.04 0.12
H -0.067 2.287 -0.822 -0.02 -0.09 -0.02
H 2.218 8.985 -1.089 0.01 0.02 0.07
H -3.882 -5.309 -0.281 0.03 0.08 0.02
H 2.006 4.376 5.784 -0.04 0.00 -0.02
H 1.633 1.891 -4.279 -0.05 -0.02 -0.01
H 1.143 5.804 2.291 -0.02 -0.03 0.01
H 2.081 2.633 5.432 -0.08 -0.01 -0.07
H -4.537 -4.734 2.171 0.04 0.07 -0.02
H 3.843 8.419 -1.544 0.01 0.02 0.03
H 4.440 -3.920 3.747 -0.02 -0.02 0.02
H 2.613 7.253 -0.967 0.00 0.00 0.07
H -2.220 -5.693 -0.780 -0.05 0.10 0.08
H -0.973 -5.525 -5.302 0.00 -0.01 0.05
H 1.817 0.123 -4.370 -0.07 -0.02 0.04
H 3.922 -2.395 4.508 -0.07 -0.01 0.02
H 0.935 -1.052 1.004 0.31 0.06 -0.09

=====

(3)
16
Properties=species:S:1:pos:R:3:forces:R:3 method="wB97M-V/def2-TZVPD" e_lumo_ev=0.27 e_above_lowest_kj_mol=368.9 homo_lumo_gap_ha=0.3104 e_homo_ev=-8.18
O 1.020 -0.316 2.146 0.22 -0.06 0.10
C 0.776 -0.377 0.750 -0.07 -0.07 -0.37
C 0.564 -1.804 0.267 0.02 -0.08 0.05
C -0.467 0.476 0.454 0.05 0.01 -0.15
C -0.805 0.362 -0.986 -0.08 0.41 0.09
C -1.072 1.632 -1.666 -0.19 -0.02 0.07
H -1.316 -0.019 0.963 0.06 0.05 -0.13
H 1.490 -2.389 0.280 -0.07 0.08 0.10
H 1.824 -0.826 2.308 -0.19 0.12 0.11
H -0.376 1.488 0.887 0.07 -0.13 -0.15
H -0.089 1.797 -2.156 -0.10 -0.07 0.10
H 1.622 0.090 0.217 -0.10 -0.16 0.06
H -1.296 2.523 -1.059 -0.01 -0.09 -0.03
H -0.173 -2.282 0.921 0.11 -0.02 -0.07
H -1.771 1.504 -2.498 0.11 0.14 0.06
H 0.161 -1.784 -0.748 0.16 -0.11 0.17

=====

(4)
84
Properties=species:S:1:pos:R:3:forces:R:3 method="wB97M-V/def2-TZVPD" s_squared=0.7610 e_lumo_ev="0.12 / 0.12" multiplicity=2 e_above_lowest_kj_mol=4.0 homo_lumo_gap_ha="0.1598 / 0.2424" e_homo_ev="-4.23 / -6.48"
Lu 0.523 0.245 0.116 0.30 0.05 0.53
S 0.970 2.504 -1.387 -0.09 -0.09 0.00
Si -1.845 -0.150 -1.511 -0.07 -0.08 -0.09
O 2.488 0.050 -0.865 0.09 0.19 -0.24
N 0.413 -1.015 2.319 -0.04 -0.12 -0.02
N 1.942 1.395 1.797 -0.02 0.05 -0.08
N 1.123 -2.149 -0.054 -0.15 -0.16 -0.12
N 3.225 1.078 -1.278 0.07 -0.20 0.05
N -0.777 1.431 1.717 -0.03 0.10 -0.04
C -0.636 -0.460 3.203 0.02 -0.09 0.04
C 4.555 0.854 -1.402 -0.06 0.03 0.01
C -0.798 1.012 3.012 -0.01 0.03 0.08
C -4.530 -1.388 -1.581 0.01 0.00 -0.07
C 0.230 -2.459 2.175 -0.07 -0.02 0.05
C 2.649 2.270 -1.571 0.03 0.23 -0.06
C -3.264 -1.251 -0.732 -0.12 0.16 -0.08
C 1.595 -2.620 -1.220 -0.04 -0.11 0.28
C -1.247 3.217 3.839 0.00 0.07 -0.01
C 1.116 -4.375 0.808 0.02 0.15 -0.09
C -1.025 2.743 1.504 -0.06 0.15 0.05
C -1.538 -0.655 -3.376 -0.11 0.11 -0.05
C 3.515 3.288 -2.029 -0.05 -0.06 0.01
C 0.870 -3.012 0.935 0.14 0.06 -0.23
C -2.636 1.596 -1.645 -0.06 -0.16 -0.11
C 1.601 -4.852 -0.396 0.01 0.01 -0.03
C 2.327 1.328 4.183 -0.03 -0.07 -0.01
C 2.544 2.698 4.236 0.02 -0.01 0.02
C -0.255 0.038 -3.847 0.08 0.01 0.10
C 2.179 2.734 1.865 -0.02 -0.03 -0.15
C -3.677 -0.560 0.573 0.10 0.03 0.04
C -1.029 1.872 4.072 0.06 -0.18 -0.04
C -1.251 3.653 2.507 0.00 -0.07 -0.08
C 1.772 -0.742 2.860 -0.07 -0.09 0.10
C 4.860 3.082 -2.164 0.05 -0.09 0.03
C -2.764 -2.651 -0.377 0.14 0.00 0.08
C 2.022 0.726 2.979 -0.02 -0.14 0.00
C 1.838 -3.961 -1.435 -0.03 -0.01 0.11
C -1.338 -2.161 -3.544 0.00 -0.05 0.06
C 2.476 3.399 3.023 -0.01 0.11 -0.03
C 5.402 1.830 -1.841 -0.07 -0.02 0.01
C -2.655 -0.206 -4.327 -0.05 0.04 0.05
H -0.426 -0.696 4.255 0.00 0.03 -0.06
H -2.573 -3.269 -1.254 0.01 0.00 -0.09
H -5.312 -1.914 -1.020 -0.02 -0.03 0.04
H -2.433 -0.530 -5.351 0.03 -0.03 -0.05
H -0.976 -2.381 -4.555 0.02 -0.02 -0.06
H 1.794 -5.909 -0.526 -0.01 -0.02 0.00
H 2.776 3.198 5.164 0.00 0.00 0.04
H -1.433 4.686 2.246 0.00 0.03 0.02
H -4.937 -0.415 -1.864 0.02 0.03 -0.01
H 1.785 -1.883 -1.986 -0.01 0.06 -0.03
H 3.066 4.241 -2.263 -0.03 0.01 -0.01
H 2.105 3.271 0.928 0.00 0.01 0.03
H -4.358 -1.956 -2.496 0.05 -0.03 -0.04
H 2.641 4.467 2.980 0.01 0.02 0.03
H -2.816 2.036 -0.663 0.01 0.00 0.07
H -1.415 3.906 4.654 -0.01 0.00 0.03
H -0.604 -2.560 -2.839 0.02 0.00 0.04
H -1.031 3.065 0.470 0.01 0.00 -0.01
H -0.303 1.122 -3.735 -0.03 0.03 0.00
H 2.370 0.716 5.075 0.01 0.00 0.05
H -1.564 -0.974 2.928 -0.01 0.10 0.00
H 1.882 -1.254 3.827 0.02 0.10 -0.03
H -3.630 -0.613 -4.060 -0.01 -0.03 0.03
H 5.496 3.883 -2.513 0.03 0.00 -0.01
H -0.843 -2.662 2.102 0.04 0.00 0.00
H 0.916 -5.035 1.640 0.00 -0.04 0.01
H 2.480 -1.187 2.151 0.04 0.01 0.04
H -3.504 -3.175 0.239 -0.04 -0.05 0.04
H 6.457 1.620 -1.926 0.01 0.01 0.00
H -2.263 -2.721 -3.405 -0.07 0.00 0.03
H -4.135 0.414 0.396 -0.01 0.01 -0.04
H -2.749 0.881 -4.348 0.01 0.03 0.03
H -0.072 -0.184 -4.904 0.01 -0.02 -0.08
H -1.826 -2.606 0.189 -0.06 0.02 -0.02
H 0.593 -3.003 3.060 0.00 0.04 -0.03
H -1.009 1.476 5.079 -0.01 0.01 0.02
H -3.590 1.593 -2.181 -0.03 -0.01 0.00
H 0.622 -0.294 -3.282 0.01 -0.01 0.02
H 2.203 -4.294 -2.395 0.02 -0.02 -0.02
H -2.820 -0.389 1.230 0.02 0.01 0.02
H -4.406 -1.173 1.115 -0.03 -0.04 0.03
H -1.966 2.269 -2.184 0.05 0.04 -0.04
H 4.839 -0.147 -1.118 0.08 0.03 -0.02

=====

(5)
11
Properties=species:S:1:pos:R:3:forces:R:3 method="wB97M-V/def2-TZVPD" smiles="O=CCC(=O)C=O" e_lumo_ev=-0.88 e_above_lowest_kj_mol=150.5 homo_lumo_gap_ha=0.3376 e_homo_ev=-10.06
O -0.643 1.704 0.460 0.31 -0.50 -0.18
O 2.293 0.291 -0.743 0.04 -0.25 0.20
O -2.504 -1.063 0.352 -0.26 0.07 0.09
C -0.137 -0.669 0.422 -0.57 0.75 1.76
C 1.513 1.114 -0.368 -0.57 0.74 -0.41
C 0.108 0.795 0.213 0.75 0.46 -0.71
C -1.446 -1.090 -0.198 0.38 -0.33 0.11
H -0.208 -0.561 1.555 -0.06 -1.14 -1.10
H -1.332 -1.456 -1.235 -0.15 0.04 -0.13
H 1.650 2.198 -0.530 0.20 0.08 0.18
H 0.706 -1.263 0.072 -0.06 0.09 0.18

=====

(6)
59
Properties=species:S:1:pos:R:3:forces:R:3 method="wB97M-V/def2-TZVPD" e_lumo_ev=1.95 homo_lumo_gap_ha=0.2215 e_homo_ev=-4.08 total_charge=-1
O 4.550 6.076 1.001 -0.06 -0.14 0.03
O 2.356 6.589 1.295 0.35 -0.16 -0.17
O 1.809 3.741 0.423 0.48 -0.23 0.21
O -3.546 0.211 1.640 0.06 0.00 0.22
O -1.222 0.936 0.128 -0.10 0.36 0.00
O 3.751 3.962 -0.868 0.54 0.24 0.66
O -0.084 2.176 -1.543 0.00 -0.29 0.03
O 4.017 -2.302 -0.222 0.06 0.14 0.02
O 3.362 1.918 0.206 0.09 0.05 0.06
O -3.594 -1.594 -1.172 -0.26 0.07 0.08
O 1.054 1.472 0.468 0.02 0.39 -0.10
C -2.991 -3.522 0.149 -0.02 0.08 0.12
C 5.837 2.574 -0.368 -0.69 -0.86 -0.98
C -4.870 2.184 1.167 0.09 0.05 0.06
C -4.333 -3.755 -1.970 -0.12 0.08 -0.05
C -5.875 -0.120 1.192 -0.09 -0.20 0.02
C -4.833 0.801 1.800 0.01 0.02 -0.38
C 2.190 -2.282 -1.808 0.09 0.09 -0.07
C 1.792 -2.726 0.634 0.04 0.04 0.09
C 5.871 0.373 0.887 0.12 -0.06 -0.31
C 2.638 -1.979 -0.386 -0.11 -0.23 -0.03
C -4.035 -2.887 -0.757 0.37 -0.17 -0.11
C 6.370 1.207 -0.035 0.07 0.04 0.00
C 3.314 5.890 0.873 -0.48 0.38 0.15
B 2.076 2.407 0.351 -0.25 -0.24 0.04
B 4.285 2.806 -0.349 -0.20 0.06 -0.28
B 2.923 4.543 0.109 -0.41 0.23 -0.54
B -0.074 1.548 -0.305 -0.14 -0.22 0.07
H -2.049 -3.649 -0.391 -0.02 -0.06 -0.03
H 4.808 0.192 0.958 -0.13 0.88 1.04
H -3.372 0.111 0.693 0.00 -0.03 0.00
H -3.428 -3.889 -2.570 0.03 -0.05 0.05
H 7.271 0.903 -0.568 0.76 0.59 0.87
H -5.082 -3.279 -2.604 -0.02 0.00 0.02
H -4.108 2.827 1.607 -0.01 0.00 0.02
H 0.737 -2.461 0.546 -0.01 0.01 0.00
H 2.567 -0.905 -0.201 0.08 0.00 0.02
H 2.300 -3.350 -2.021 -0.06 -0.02 0.03
H -4.952 -2.721 -0.190 0.00 0.12 -0.03
H -3.317 -4.498 0.510 0.01 -0.01 -0.02
H 6.264 3.271 0.361 -0.07 0.08 0.00
H 6.549 -0.163 1.541 -0.05 -1.09 -0.76
H 2.125 -2.493 1.645 -0.01 0.04 0.00
H -2.776 -1.709 -1.667 0.04 0.09 0.04
H 0.194 1.604 -2.260 0.09 0.12 -0.14
H 4.132 -3.246 -0.375 -0.06 -0.01 0.00
H -4.700 -4.739 -1.674 0.02 -0.01 0.00
H -4.663 2.114 0.097 -0.04 -0.02 -0.01
H -6.894 0.254 1.309 0.03 0.08 0.02
H -5.846 2.655 1.303 -0.01 -0.01 -0.01
H -1.267 0.891 1.089 0.00 -0.30 0.03
H -5.814 -1.106 1.656 -0.02 0.01 0.02
H 1.891 -3.807 0.489 -0.04 0.00 -0.05
H 1.145 -2.007 -1.963 -0.02 -0.01 0.01
H -2.797 -2.878 1.007 -0.03 0.01 0.01
H -4.993 0.891 2.876 0.08 -0.06 0.02
H 2.804 -1.736 -2.524 -0.01 0.03 0.01
H -5.668 -0.242 0.125 -0.05 0.03 -0.02
H 6.199 2.917 -1.341 0.04 0.09 0.01